[1]
ORCA calculation (wB97M-V/def2-TZVPD) on a molecular structure, C17H32Cl12INO4S in a non-equilibrium geometry.

```
! wB97M-V def2-TZVPD RIJCOSX def2/J DEFGRID3
* xyz 0 1
C -3.4861 -1.2373 1.4050
C -2.9268 -1.7986 2.6951
N -2.5475 -3.0004 2.8273
C -2.8749 -0.8601 3.8869
C -1.5760 -0.8361 4.6769
O -0.6238 0.1079 4.1391
S 0.8372 -0.5511 4.2028
O 1.0572 -1.1734 2.9405
O 1.7671 0.3977 4.7067
O 0.5091 -1.6193 5.3199
C -0.8169 -2.1236 4.9407
I -1.6838 -3.3527 6.4169
H -2.9273 -1.6030 0.5487
H -4.5311 -1.5448 1.3524
H -3.4849 -0.1534 1.4203
H -2.6438 -3.5077 1.9501
H -3.0097 0.1524 3.5108
H -3.7138 -1.0590 4.5502
H -1.8325 -0.4564 5.6710
H -0.6680 -2.7789 4.0936
Cl -7.4026 -1.0514 -0.2879
C -7.1944 0.6458 -0.7939
C -5.8252 1.1699 -0.4509
Cl -5.5971 1.3332 1.3093
H -7.9744 1.2330 -0.3172
H -7.3371 0.6789 -1.8723
H -5.6861 2.1584 -0.8839
H -5.0443 0.5119 -0.8259
Cl 2.8553 -0.7260 -2.2667
C 2.8490 0.3165 -0.8198
C 1.4501 0.6363 -0.3669
Cl 0.5899 1.6979 -1.5157
H 3.4087 1.2182 -1.0545
H 3.3694 -0.2223 -0.0300
H 1.4839 1.1601 0.5866
H 0.8583 -0.2665 -0.2435
Cl 4.3419 4.1945 6.0508
C 3.4435 2.7825 6.6698
C 2.7016 3.0952 7.9419
Cl 3.8014 3.3785 9.3174
H 4.1542 1.9736 6.8145
H 2.7361 2.4882 5.8976
H 2.0695 2.2499 8.2081
H 2.0785 3.9782 7.8289
Cl -1.1376 3.7551 -4.2281
C 0.5754 3.5663 -4.7016
C 1.3329 4.8638 -4.6229
Cl 0.8055 6.0302 -5.8666
H 0.6016 3.1569 -5.7070
H 1.0179 2.8430 -4.0192
H 2.3912 4.6735 -4.7934
H 1.2123 5.3370 -3.6520
Cl 1.0694 -5.7323 -2.6043
C 2.7935 -5.9458 -3.0065
C 3.5556 -4.6475 -2.9473
Cl 3.0765 -3.5216 -4.2398
H 2.8496 -6.3918 -3.9957
H 3.2056 -6.6450 -2.2811
H 4.6195 -4.8434 -3.0705
H 3.4017 -4.1393 -1.9983
Cl 1.9847 2.0586 -7.6185
C 2.0407 0.3023 -7.9223
C 1.3089 -0.4746 -6.8587
Cl 2.1249 -0.3975 -5.2769
H 3.0862 0.0118 -7.9799
H 1.5736 0.1303 -8.8903
H 1.2601 -1.5241 -7.1458
H 0.2961 -0.1031 -6.7243
*
```

Properties
* E_HOMO: -10.17 eV
* calculated total energy: -197033.488 eV


[2]
ORCA calculation (wB97M-V/def2-TZVPD) on a molecular structure, C17H32Cl2N3O9Pb in a non-equilibrium geometry.

```
! wB97M-V def2-TZVPD RIJCOSX def2/J DEFGRID3
* xyz -1 1
Pb -39.7959 -5.0921 31.6109
Cl -42.2514 -5.0018 34.0943
O -40.8238 -4.9835 34.2024
O -42.5343 -5.0314 32.7004
O -42.7510 -6.1530 34.8325
O -42.7240 -3.7538 34.6212
Cl -40.2051 -1.5853 30.7972
O -40.7017 -2.1032 32.0494
O -38.9780 -0.9299 30.9001
O -40.1337 -2.7323 29.9713
O -41.2667 -0.7457 30.3336
C -35.0859 -5.8588 29.8467
C -36.5662 -6.2491 30.1742
C -36.6788 -7.8372 30.3253
C -35.8291 -8.5011 31.3495
C -36.3077 -7.9644 32.6728
C -36.3450 -6.3589 32.7439
N -37.0299 -5.7272 31.5328
O -37.3190 -4.4098 31.5720
C -34.9399 -5.7381 33.0844
C -37.1870 -5.9563 34.0742
C -37.4804 -5.7694 29.0489
H -34.8855 -4.8033 29.6630
H -34.8137 -6.3844 28.9314
H -34.4227 -6.0819 30.6824
H -36.3557 -8.1174 29.3227
H -37.7319 -8.1073 30.4034
H -34.7887 -8.2409 31.1542
H -35.8608 -9.5825 31.4819
H -35.7243 -8.3365 33.5150
H -37.3092 -8.3832 32.7705
H -34.8327 -4.7198 32.7108
H -34.1158 -6.3388 32.6995
H -34.6543 -5.5324 34.1161
H -38.2661 -6.0847 33.9900
H -37.0635 -4.8955 34.2919
H -36.8031 -6.4070 34.9894
H -37.2981 -6.3136 28.1223
H -37.4604 -4.6851 28.9396
H -38.5184 -5.9818 29.3047
C -45.3080 -5.6567 30.3203
C -44.9874 -6.6553 29.1855
C -43.6744 -7.4731 29.2150
C -42.4732 -6.6654 29.5055
N -41.5844 -5.8885 29.6579
H -46.3068 -5.2303 30.2268
H -44.5575 -4.8697 30.3947
H -45.2164 -6.3121 31.1864
H -45.2323 -6.0601 28.3058
H -45.8544 -7.3156 29.2027
H -43.5878 -8.0323 28.2834
H -43.7196 -8.3177 29.9024
C -41.2368 -9.0299 35.0533
C -42.1416 -9.4842 33.9228
C -41.3731 -9.7242 32.7325
C -40.4911 -8.6131 32.3020
N -39.9202 -7.7239 32.0025
H -41.6432 -9.0074 36.0645
H -40.8214 -8.0422 34.8531
H -40.4484 -9.7742 35.1653
H -42.9784 -8.7952 33.8082
H -42.7307 -10.3729 34.1494
H -42.1480 -10.0217 32.0259
H -40.8011 -10.6505 32.6785
*
```

Properties
* E_HOMO: -3.86 eV
* calculated total energy: -71322.135 eV


[3]
ORCA calculation (wB97M-V/def2-TZVPD) on a molecular structure, C17H32Cl2O2P2V in a non-equilibrium geometry.

```
! wB97M-V def2-TZVPD RIJCOSX def2/J DEFGRID3
* xyz 0 4
P -0.7010 -1.5471 -3.8114
P -0.3899 1.9517 -4.5808
C -1.3791 -0.5854 -5.2937
C -0.5541 0.5685 -5.6336
H -2.3908 -0.2824 -5.0173
H -1.4579 -1.2756 -6.1440
H 1.4218 0.4826 -5.4658
H -0.4524 0.7919 -6.7054
C -1.9597 2.7901 -4.4138
H -1.9638 3.3355 -3.4687
H -2.7655 2.0560 -4.4257
H -2.0837 3.4918 -5.2526
C 0.3810 3.1498 -5.8147
H -0.2518 3.2649 -6.7125
H 1.3828 2.8566 -6.1639
H 0.4610 4.1502 -5.3616
C -2.0203 -2.4396 -3.0084
H -1.5248 -3.0328 -2.2201
H -2.4219 -3.0750 -3.7931
H -2.8494 -1.7474 -2.6499
C -0.0345 -2.8693 -5.0562
H 0.8242 -2.5481 -5.6707
H -0.8171 -3.1442 -5.7871
H 0.2673 -3.7926 -4.5406
V -2.0838 -0.8991 -1.3580
C 2.7498 2.5797 -3.6663
C 1.4590 2.1747 -3.3772
C 1.0352 0.8412 -2.6617
C 2.0383 -0.3963 -2.7702
C 2.3087 -0.8991 -4.1241
C 2.3641 -0.0854 -5.3181
C 3.6121 0.7541 -5.1677
C 3.8364 1.6105 -3.8838
C -2.7895 -2.0641 0.1911
H 3.0250 3.6345 -3.4251
H 0.8259 3.0095 -3.0204
H 0.0173 0.4217 -2.9720
H 0.8288 1.1246 -1.5692
H 2.9874 -0.1259 -2.2256
H 1.5148 -1.1865 -2.1240
H 2.1125 -2.0049 -4.2975
H 2.2860 -0.7720 -6.2044
H 3.6221 1.3912 -6.0759
H 4.4287 0.0432 -5.2683
H 4.1576 1.0486 -2.9649
H 4.7224 2.2162 -4.1483
H -2.1181 -2.1025 1.0615
H -2.9385 -3.0850 -0.1958
H -3.7518 -1.6522 0.5060
Cl -2.5385 0.4612 1.4945
C -1.4807 0.4657 0.1375
Cl -0.0972 -1.8085 -0.5702
C -1.9358 1.4718 -0.9507
O -1.5728 2.6597 -0.7879
O -2.5823 0.9408 -1.9675
H -0.3842 0.4642 0.3739
*
```

Properties
* ⟨S²⟩: 3.954
* E_HOMO (alpha / beta): -6.41 / -6.62 eV
* calculated total energy: -91542.050 eV
* energy above the lowest of the compared OMol25 structures with the same formula, charge and spin: 8.068 eV


[4]
ORCA calculation (wB97M-V/def2-TZVPD) on a molecular structure, C17H32HgNO2P2 in a non-equilibrium geometry.

```
! wB97M-V def2-TZVPD RIJCOSX def2/J DEFGRID3
* xyz 1 1
Hg 0.1849 -0.1617 -0.1723
P 1.4965 0.8692 1.6528
C 1.9744 2.5694 1.0997
C 2.0294 2.7059 -0.4239
N 1.3056 1.8742 -1.1847
C 1.1976 2.0802 -2.5054
C 1.9126 3.0862 -3.1562
C 2.7067 3.9455 -2.3907
C 2.7201 3.7813 -1.0012
C 0.2386 1.1964 -3.2933
P -1.0201 0.4370 -2.2012
H 3.3153 4.4022 -0.3255
H 1.8096 3.2047 -4.2347
H 3.2928 4.7439 -2.8489
H -0.2662 1.7709 -4.0819
H 0.7830 0.3689 -3.7707
H 1.2396 3.2630 1.5185
H 2.9529 2.8178 1.5322
H -1.2003 3.0772 1.1085
O -1.2077 4.0426 1.1041
H -1.1225 4.2442 2.0552
H -2.3776 0.0231 1.6477
O -2.2531 0.9639 1.5341
H -3.1391 1.2626 1.7164
C -2.2545 1.7525 -1.8896
H -2.5861 2.2070 -2.8336
H -3.1323 1.3202 -1.3821
H -1.8218 2.5476 -1.2566
C -1.8323 -0.9579 -3.0212
H -2.6050 -1.3616 -2.3534
H -2.2921 -0.6699 -3.9792
H -1.0903 -1.7484 -3.1980
C 3.0524 -0.0009 1.8494
H 3.6559 0.4767 2.6288
H 2.8452 -1.0357 2.1256
H 3.5957 0.0088 0.9015
C 0.6796 0.9890 3.2573
H 0.5633 -0.0230 3.6651
H 1.2773 1.5751 3.9646
H -0.3187 1.4329 3.1880
C -2.1421 -4.6661 0.1935
C -1.0135 -4.0212 1.0180
C -1.0179 -4.5090 2.4738
C 0.3600 -4.3358 0.3566
C -1.2305 -2.6236 1.0449
C -1.0433 -1.4063 0.8261
H -2.0339 -5.7673 0.2047
H -2.0961 -4.2984 -0.8467
H -3.1117 -4.3732 0.6296
H -0.8952 -5.6075 2.5066
H -0.1920 -4.0232 3.0196
H -1.9726 -4.2167 2.9393
H 0.3795 -3.9560 -0.6836
H 1.1747 -3.8459 0.9237
H 0.5255 -5.4304 0.3490
*
```

Properties
* E_HOMO: -10.52 eV
* calculated total energy: -46478.327 eV
* energy above the lowest of the compared OMol25 structures with the same formula, charge and spin: 0.000 eV


[5]
ORCA calculation (wB97M-V/def2-TZVPD) on a molecular structure, C17H32NO2P2Rh in a non-equilibrium geometry.

```
! wB97M-V def2-TZVPD RIJCOSX def2/J DEFGRID3
* xyz 2 5
Rh -0.0606 0.0658 -0.0043
P -0.3008 0.0442 -2.1995
C 1.4274 -0.3052 -2.7272
C 2.3929 0.4065 -1.8013
N 1.9816 0.6611 -0.5538
C 2.7220 1.3592 0.3237
C 4.0106 1.7699 -0.0472
C 4.4711 1.5178 -1.3345
C 3.6582 0.8293 -2.2196
C 2.1576 1.5872 1.7152
P 0.7521 0.4265 1.9928
H 3.9516 0.5869 -3.2337
H 4.6199 2.2627 0.7099
H 5.4651 1.8419 -1.6422
H 2.9169 1.3831 2.4876
H 1.8248 2.6300 1.8702
H 1.5736 -1.4040 -2.6891
H 1.5313 0.0163 -3.7700
H 1.2460 -4.6667 0.5103
O 1.8552 -4.3146 -0.1761
H 2.3935 -5.0734 -0.4359
H -0.6840 -3.5528 3.1582
O 0.1077 -4.1260 3.2664
H -0.0794 -4.6444 4.0609
C 1.6106 -1.0925 2.5220
H 2.2768 -0.8248 3.3539
H 0.8963 -1.8680 2.8339
H 2.1913 -1.5163 1.6882
C -0.2085 1.0820 3.3479
H -0.9665 0.3395 3.6423
H 0.4637 1.2962 4.1932
H -0.7310 1.9973 3.0337
C -0.8545 1.5891 -2.9607
H -0.6775 1.5273 -4.0452
H -1.9303 1.7135 -2.7546
H -0.3275 2.4613 -2.5432
C -1.2400 -1.3317 -2.8512
H -2.2847 -1.2510 -2.5208
H -1.1730 -1.2867 -3.9470
H -0.8096 -2.2665 -2.4632
C -4.8829 1.0775 1.6419
C -4.4641 0.9804 0.1810
C -5.2864 -0.0887 -0.5271
C -4.6720 2.3302 -0.4903
C -3.0345 0.6486 0.1143
C -1.8412 0.3527 0.2663
H -5.9439 1.3372 1.7111
H -4.3062 1.8503 2.1606
H -4.7258 0.1319 2.1707
H -6.3501 0.1635 -0.4764
H -5.0093 -0.1751 -1.5822
H -5.1498 -1.0715 -0.0654
H -4.0923 3.1081 0.0166
H -4.3566 2.3128 -1.5382
H -5.7306 2.6036 -0.4502
*
```

Properties
* ⟨S²⟩: 6.052
* E_HOMO (alpha / beta): -10.82 / -14.66 eV
* calculated total energy: -45298.529 eV
* energy above the lowest of the compared OMol25 structures with the same formula, charge and spin: 0.057 eV


[6]
ORCA calculation (wB97M-V/def2-TZVPD) on a molecular structure, C17H33BrInO6 in a non-equilibrium geometry.

```
! wB97M-V def2-TZVPD RIJCOSX def2/J DEFGRID3
* xyz -1 1
C -2.7769 -3.5869 -0.5612
C -1.1587 -3.8368 -0.6510
C -0.3910 -2.5853 -1.4157
C 1.2115 -2.7388 -1.0638
C 1.9721 -1.2740 -0.9171
C 1.4786 -0.5919 0.4993
C 2.5388 0.6032 0.9926
C 1.9204 1.6084 2.1203
C 1.1498 2.9333 1.5743
C 1.0240 3.0879 -0.0488
C -0.2788 2.2617 -0.6924
In -1.8543 3.6026 -1.6098
Br -4.2524 2.7321 -0.8264
H -3.2517 -4.4494 0.0713
H -2.9857 -2.5657 0.0149
H -3.2570 -3.5037 -1.6470
H -0.8807 -4.8150 -1.2456
H -0.7421 -3.8755 0.4511
H -0.8559 -1.5776 -1.0446
H -0.5088 -2.6120 -2.5892
H 1.3245 -3.2748 -0.0277
H 1.6916 -3.3791 -1.9494
H 3.1465 -1.4822 -0.9576
H 1.7094 -0.5461 -1.8172
H 0.3764 -0.2155 0.3976
H 1.5179 -1.4576 1.3205
H 3.0386 1.1170 0.0682
H 3.4175 0.0011 1.5334
H 1.1866 0.9942 2.8163
H 2.8150 1.9692 2.8193
H 0.0525 2.9209 2.0445
H 1.6893 3.9066 1.9985
H 0.7597 4.2359 -0.2474
H 2.0174 2.8967 -0.6496
H 0.1569 1.5974 -1.5520
H -0.7607 1.6683 0.1961
H -1.6619 5.3540 -1.2568
H -1.8140 3.3711 -3.4043
C -5.3152 -6.1322 2.2603
C -5.0795 -5.9732 3.7273
O -3.6954 -5.6899 3.8057
C -3.3274 -5.1711 2.5977
O -2.2438 -4.6602 2.3688
O -4.3303 -5.2978 1.6802
H -6.3178 -5.8132 1.9626
H -5.1529 -7.1602 1.9196
H -5.6374 -5.1317 4.1516
H -5.3223 -6.8797 4.2885
C 4.1339 5.8394 -1.2545
C 4.4463 6.5109 -2.5523
O 3.5683 5.8798 -3.4650
C 2.5242 5.3881 -2.7358
O 1.5011 4.9323 -3.2187
O 2.7740 5.4739 -1.3965
H 4.2689 6.5054 -0.3979
H 4.7288 4.9334 -1.0984
H 4.2248 7.5832 -2.5323
H 5.4876 6.3687 -2.8543
*
```

Properties
* E_HOMO: -4.45 eV
* calculated total energy: -105661.782 eV


[7]
ORCA calculation (wB97M-V/def2-TZVPD) on 3 unconnected molecules or ions with the total composition C17H33ClIN2.

```
! wB97M-V def2-TZVPD RIJCOSX def2/J DEFGRID3
* xyz 1 1
C -0.5270 0.7539 -0.8383
C -2.0133 0.8923 -0.7263
C -2.5647 2.1535 -0.4660
N -3.8571 2.3830 -0.3620
N -4.6480 1.3567 -0.5269
I -6.6836 1.7648 -0.3851
C -4.2692 0.1107 -0.7714
C -2.9042 -0.1668 -0.8765
Cl -2.4145 -1.7637 -1.1707
H -0.1719 1.5968 -1.4251
H -0.0625 0.8346 0.1407
H -0.2680 -0.1797 -1.3135
H -1.9196 3.0083 -0.3373
H -5.0116 -0.6581 -0.8914
C -1.0676 6.0628 0.0146
C 0.3801 6.3059 -0.4036
C 1.1709 5.0184 -0.6213
C 1.3140 4.1353 0.6197
C 1.9744 4.8046 1.8229
C 3.4100 5.2468 1.5563
H -1.1305 5.5444 0.9738
H -1.6068 7.0039 0.1182
H -1.5914 5.4632 -0.7370
H 0.8759 6.9318 0.3415
H 0.3870 6.8784 -1.3336
H 2.1623 5.2669 -1.0064
H 0.6829 4.4357 -1.4128
H 1.8967 3.2483 0.3466
H 0.3248 3.7661 0.9200
H 1.9705 4.0985 2.6570
H 1.3804 5.6621 2.1494
H 4.0296 4.3992 1.2571
H 3.8510 5.6820 2.4527
H 3.4629 5.9989 0.7683
C -0.0612 -3.6803 0.6436
C -0.4930 -4.8476 -0.2407
C -0.3713 -6.2067 0.4447
C 1.0503 -6.5901 0.8573
C 2.0673 -6.6110 -0.2827
C 1.7388 -7.6261 -1.3738
H 0.9924 -3.7473 0.9151
H -0.2045 -2.7329 0.1219
H -0.6487 -3.6514 1.5640
H 0.0874 -4.8388 -1.1673
H -1.5392 -4.7054 -0.5345
H -0.7796 -6.9737 -0.2181
H -1.0060 -6.2132 1.3362
H 1.0179 -7.5796 1.3217
H 1.4036 -5.9076 1.6356
H 3.0483 -6.8465 0.1360
H 2.1596 -5.6147 -0.7255
H 1.6725 -8.6335 -0.9593
H 2.5122 -7.6321 -2.1421
H 0.7911 -7.4009 -1.8658
*
```

Properties
* E_HOMO: -12.76 eV
* calculated total energy: -41759.922 eV


[8]
ORCA calculation (wB97M-V/def2-TZVPD) on a molecular structure, C17H33CsN3OV in a non-equilibrium geometry.

```
! wB97M-V def2-TZVPD RIJCOSX def2/J DEFGRID3
* xyz 2 1
N 1.7887 1.1627 0.2282
C 2.6619 1.5642 0.9709
O 3.5179 1.9514 1.6946
Cs 1.3081 -1.6605 -2.6103
V 0.0927 0.3454 -0.0925
N -0.4891 0.2701 -1.8957
N -1.1245 0.9730 1.1517
C -0.5468 1.3708 -2.8935
C -1.1246 2.2576 1.8753
C -0.7145 0.8192 -4.3200
C -1.7404 2.2815 -2.6070
C 0.7606 2.1559 -2.7890
C -0.2243 2.1339 3.1035
C -2.5189 2.6585 2.3541
C -0.5879 3.3509 0.9610
H 0.0575 0.0819 -4.6043
H -0.6336 1.6440 -5.0406
H -1.7015 0.3576 -4.4649
H -2.6886 1.7399 -2.7019
H -1.7502 3.1066 -3.3342
H -1.6870 2.7206 -1.6006
H 0.9340 2.5525 -1.7756
H 0.7190 3.0092 -3.4832
H 1.6411 1.5486 -3.0646
H -0.5923 1.3461 3.7706
H -0.2173 3.0834 3.6499
H 0.8083 1.8930 2.8270
H -2.9007 1.9861 3.1300
H -3.2336 2.6855 1.5254
H -2.4691 3.6643 2.7901
H -0.5860 4.2978 1.5174
H -1.2362 3.4735 0.0848
H 0.4342 3.1510 0.6240
C -1.5846 -0.7116 -1.9207
H -1.6020 -1.2793 -0.9754
H -2.5702 -0.2265 -2.0257
H -1.5117 -1.4448 -2.7532
C -2.0022 -0.0713 1.6792
H -1.6880 -1.0550 1.3111
H -1.9756 -0.1083 2.7805
H -3.0519 0.0776 1.3732
C 1.5276 -4.9131 0.0176
C 1.8950 -3.7720 0.9717
C 1.4788 -4.1472 2.3934
C 3.4074 -3.5325 0.9394
C 1.2196 -2.5360 0.5605
C 0.6821 -1.4581 0.2810
H 2.0387 -5.8379 0.3177
H 1.8218 -4.6978 -1.0198
H 0.4487 -5.1026 0.0291
H 1.9875 -5.0675 2.7052
H 1.7388 -3.3566 3.1011
H 0.3976 -4.3201 2.4551
H 3.7587 -3.2960 -0.0752
H 3.6815 -2.6951 1.5902
H 3.9455 -4.4244 1.2831
*
```

Properties
* E_HOMO (alpha / beta): -15.63 / -15.73 eV
* calculated total energy: -50901.098 eV